A 2-piece molecular cluster, CH5N3O3 overall, computed with ωB97M-V with the def2-TZVPD basis set.

Last column: Mulliken charge in e.
Element x y z (Å)
C -2.3529 -0.0307 -0.3651  -0.48
N 1.4895 0.8726 0.3020  -0.55
N -0.4166 -0.6376 0.7106  -0.57
N 2.4414 0.0567 0.0301  1.39
O 2.1747 -1.1381 -0.0483  -0.65
O 3.5553 0.5400 -0.1541  -0.56
O -1.1100 -0.7231 -0.3694  -0.01
H -2.2603 0.9390 0.1258  0.25
H -3.0980 -0.6361 0.1595  0.25
H -2.6377 0.0836 -1.4089  0.24
H 1.7395 1.8396 0.4689  0.27
H 0.4751 -1.1659 0.5489  0.42

Values from the calculation:
Charge = 0
Spin multiplicity = 3
Frontier orbital gap (spin up / spin down) = 8.58 / 5.80 eV